[1]
5 unconnected molecules or ions with the total composition C25H31BrF13N4O10S. Source: the OMol25 dataset; level of theory: the ωB97M-V functional and the def2-TZVPD basis.

```
85
Properties=species:S:1:pos:R:3:forces:R:3
O 1.099 0.314 2.701 -3.823 3.568 -2.983
C 0.356 1.061 2.002 1.986 -1.830 0.961
C 0.050 0.748 0.448 0.103 0.346 -0.125
C -1.200 -0.244 0.229 0.549 -0.420 0.597
C -2.535 0.211 1.027 1.219 -0.445 -0.191
Br -3.707 -1.429 1.165 0.543 1.041 -0.138
N -3.299 1.288 0.334 0.246 -1.239 -1.497
C -3.414 1.065 -1.114 -0.072 0.491 -0.172
N -4.631 1.257 -1.645 1.628 -0.073 1.703
C -5.798 1.682 -0.795 -1.325 0.496 1.257
C -6.426 0.426 0.024 -0.547 -3.422 -1.341
O -6.727 -0.635 -0.543 1.215 4.677 2.650
F -6.575 0.588 1.425 0.395 0.125 -3.346
N -2.301 0.636 -1.967 -1.214 -0.005 1.358
C -1.510 -0.477 -1.343 -0.343 -1.568 1.482
N -0.230 -0.773 -2.110 -0.691 -4.834 1.608
C -0.048 -2.054 -1.919 0.032 0.619 -0.068
S 0.086 -3.684 -1.591 -0.231 4.734 -1.057
H -0.079 2.015 2.457 0.525 -1.123 -0.636
H 1.013 0.301 -0.009 -1.671 0.515 0.765
H -0.158 1.723 -0.144 0.379 -1.300 1.187
H -0.912 -1.267 0.691 -0.440 1.626 -0.908
H -2.308 0.496 2.116 -0.432 -0.210 -1.817
H -2.985 2.236 0.579 -0.187 -0.425 -0.256
H -4.791 1.094 -2.652 0.404 0.031 0.483
H -6.620 2.113 -1.477 1.360 -0.912 0.984
H -5.539 2.484 -0.025 -0.044 -1.168 -1.346
H -1.694 1.419 -2.254 -0.503 -0.306 0.114
H -2.127 -1.456 -1.410 0.386 1.957 0.185
C 2.692 -1.872 2.643 0.398 -0.072 0.036
C 3.386 -2.712 3.697 -0.300 0.704 0.020
O 3.683 -4.024 3.190 0.871 -0.813 -0.515
C 4.769 -4.115 2.396 -0.592 1.819 0.907
O 5.470 -3.179 2.104 -0.166 -1.104 -0.116
C 5.000 -5.558 1.962 0.341 -1.968 -0.672
F 3.867 -6.157 1.535 0.215 0.589 0.220
F 5.476 -6.316 2.973 -0.203 0.668 -0.121
F 5.888 -5.663 0.955 -0.379 0.578 0.492
H 1.800 -2.383 2.269 -0.046 0.055 0.183
H 2.396 -0.900 3.051 0.508 -0.907 -0.062
H 3.343 -1.700 1.782 0.060 0.038 0.108
H 2.721 -2.850 4.553 0.115 -0.333 -0.148
H 4.293 -2.227 4.067 0.023 -0.183 -0.208
C -6.464 -0.184 -7.198 0.189 0.269 -0.129
C -5.761 -1.152 -6.266 -0.898 0.001 -0.105
O -4.342 -1.139 -6.491 1.201 0.742 0.498
C -3.663 -0.116 -5.938 -2.051 -0.550 0.028
O -4.173 0.763 -5.283 0.805 -0.350 -0.067
C -2.170 -0.248 -6.217 2.232 -0.104 -0.738
F -1.910 -0.538 -7.507 -0.594 0.150 0.564
F -1.609 -1.233 -5.482 -0.676 0.282 0.010
F -1.486 0.877 -5.935 -0.810 -0.308 0.114
H -6.208 -0.400 -8.239 -0.103 -0.110 0.112
H -7.548 -0.252 -7.079 0.104 -0.062 0.006
H -6.160 0.847 -7.004 -0.077 -0.081 0.081
H -6.102 -2.169 -6.471 0.389 0.046 -0.014
H -5.988 -0.940 -5.217 0.227 0.078 -0.092
C 6.760 -2.658 -1.091 -0.366 -0.085 -0.007
C 7.112 -1.421 -1.893 0.612 -0.376 0.570
O 6.068 -1.109 -2.831 -1.201 0.749 -0.229
C 4.989 -0.476 -2.326 1.815 -0.575 1.224
O 4.863 -0.172 -1.166 -0.535 0.029 -1.053
C 3.982 -0.168 -3.429 -1.229 0.278 -1.546
F 3.759 -1.226 -4.237 0.295 0.219 0.576
F 4.402 0.838 -4.225 0.169 -0.338 0.576
F 2.778 0.203 -2.948 0.657 -0.199 0.275
H 6.536 -3.497 -1.756 0.182 0.062 -0.003
H 7.585 -2.940 -0.433 -0.072 0.056 -0.063
H 5.872 -2.494 -0.477 0.183 0.065 0.064
H 8.015 -1.608 -2.478 -0.308 0.120 -0.231
H 7.318 -0.565 -1.246 -0.267 -0.025 -0.107
C 0.680 6.363 6.812 -0.239 0.013 -0.280
C 0.979 4.992 7.388 0.561 0.711 0.230
O -0.047 4.051 7.028 -0.461 -0.999 -0.961
C 0.026 3.544 5.781 1.562 1.490 0.850
O 0.882 3.831 4.981 -1.011 -0.671 0.120
C -1.090 2.533 5.547 -1.541 -1.249 0.290
F -2.293 2.982 5.961 0.676 0.157 -0.195
F -0.870 1.377 6.205 0.298 0.642 -0.238
F -1.235 2.208 4.242 0.259 0.403 0.354
H -0.315 6.698 7.118 0.138 -0.012 0.126
H 1.419 7.092 7.150 -0.055 -0.107 0.017
H 0.687 6.346 5.720 0.138 -0.021 0.086
H 0.986 5.046 8.478 -0.256 -0.269 -0.143
H 1.961 4.628 7.076 -0.231 -0.087 -0.144
```
Forces are in eV/Å.

Results
Frontier orbital gap (hartree): 0.2714
Net charge: +1
Highest occupied orbital energy (eV): -12.39
Spin multiplicity: 1

***

[2]
A single C25H31N3O5S molecule. Source: the OMol25 dataset; level of theory: the ωB97M-V functional and the def2-TZVPD basis.

```
65
Properties=species:S:1:pos:R:3:forces:R:3
C 2.384 -0.049 1.052 0.010 -0.307 0.099
H 3.459 -0.025 0.897 0.149 0.026 -0.048
H 1.909 0.602 0.321 -0.079 0.102 -0.094
H 2.168 0.344 2.042 -0.025 0.038 0.051
C 1.865 -1.479 0.897 0.606 0.333 0.141
N 0.419 -1.510 1.144 -0.122 -0.179 -0.151
C -0.193 -1.636 2.359 0.363 0.076 0.266
O -1.400 -1.586 2.477 -0.323 -0.065 -0.015
C 0.723 -1.896 3.537 -0.221 0.197 -0.077
H 1.502 -1.137 3.591 0.022 0.007 -0.045
C -0.009 -2.107 4.873 -0.177 0.200 0.092
H 0.179 -1.355 5.635 -0.015 0.062 0.045
H -1.082 -2.208 4.726 0.001 0.033 -0.005
C 0.711 -3.451 5.057 0.018 -0.194 0.231
H 0.067 -4.307 5.240 0.011 -0.043 0.060
H 1.485 -3.423 5.821 0.027 -0.037 0.026
C 1.271 -3.340 3.631 0.252 -0.223 -0.134
H 0.793 -4.020 2.928 0.008 -0.033 -0.065
H 2.352 -3.442 3.546 0.010 -0.031 -0.082
C -0.248 -1.442 -0.080 -0.116 -0.009 -0.456
C -1.590 -1.203 -0.331 -0.161 0.076 0.055
C -2.005 -1.158 -1.656 -0.016 -0.035 -0.061
C -1.102 -1.348 -2.684 -0.244 -0.039 -0.752
C 0.234 -1.633 -2.435 0.022 -0.051 0.099
C 0.654 -1.675 -1.127 -0.149 0.149 0.099
C 2.013 -1.953 -0.560 -0.035 -0.216 0.081
H 2.804 -1.417 -1.081 0.055 0.009 0.043
H 2.231 -3.022 -0.616 0.036 -0.009 0.004
H 0.901 -1.819 -3.262 0.161 -0.032 -0.086
S -1.624 -1.097 -4.382 0.025 0.202 -0.117
O -3.036 -1.322 -4.463 -0.055 0.154 0.312
O -0.738 -1.842 -5.227 0.268 0.104 0.181
N -1.375 0.508 -4.722 -0.234 -1.139 0.075
C -0.024 0.983 -4.931 0.537 0.070 -0.195
C 0.361 2.083 -3.932 -0.104 -0.154 0.213
H 0.081 3.065 -4.315 0.068 0.058 -0.008
H 1.439 2.089 -3.776 -0.010 0.072 -0.079
C -0.361 1.851 -2.607 0.195 0.371 -0.116
C -1.877 2.020 -2.814 0.054 -0.109 -0.094
C -2.299 1.475 -4.195 -0.512 0.219 0.310
H -3.268 0.980 -4.145 -0.061 0.280 -0.044
H -2.367 2.294 -4.918 -0.034 -0.086 0.019
H -2.134 3.080 -2.758 -0.039 0.021 0.052
H -2.418 1.500 -2.024 -0.053 0.080 0.010
C 0.127 2.809 -1.524 -0.237 -0.698 -0.223
O 0.878 3.738 -1.727 0.248 0.422 -0.129
N -0.351 2.509 -0.294 -0.163 -0.046 0.484
H -1.025 1.768 -0.175 0.043 -0.062 -0.172
C -0.135 3.376 0.850 -0.211 -0.019 0.044
C -0.069 2.590 2.114 0.927 0.450 0.132
C 0.887 2.487 3.080 -0.436 0.201 -0.576
C 0.359 1.617 4.068 -0.514 -0.212 -0.008
C -0.875 1.257 3.627 0.530 -0.218 0.788
O -1.142 1.838 2.448 -0.339 0.135 -0.493
H -1.623 0.605 4.031 -0.163 -0.096 -0.033
H 0.833 1.316 4.979 0.025 -0.121 0.232
H 1.841 2.975 3.091 0.199 0.142 -0.081
H -0.953 4.108 0.918 0.183 0.002 -0.003
H 0.799 3.915 0.684 -0.135 -0.049 0.127
H -0.150 0.834 -2.266 -0.040 0.110 0.053
H 0.631 0.116 -4.843 0.156 0.156 -0.072
H 0.062 1.362 -5.957 0.068 -0.104 0.084
H -3.039 -0.982 -1.908 -0.162 0.041 0.054
H -2.285 -1.064 0.480 -0.024 -0.001 0.011
H 2.378 -2.145 1.592 -0.067 0.022 -0.063
```
Forces are in eV/Å.

Results
Frontier orbital gap (hartree): 0.3357
Structure (SMILES): C[C@@H]1Cc2cc(S(=O)(=O)N3CCC(C(=O)NCc4ccco4)CC3)ccc2N1C(=O)C1CCC1
Highest occupied orbital energy (eV): -8.65
Spin multiplicity: 1
ΔE to the lowest compared entry with this formula, charge and spin (kJ/mol): 148.0

***

- The lowest frontier orbital gap belongs to which entry?
  C25H31BrF13N4O10S

***

- What is the highest occupied orbital energy in the first record?
  -12.39 eV

***

- Number 2 is which compound?
  C25H31N3O5S